Record 1
The following is a quantum chemistry calculation of one molecule with the formula C6H6O, from OMol25.

XYZ file:
```
13
Properties=species:S:1:pos:R:3
C 0.93 -0.16 -0.74
C 0.01 -0.71 0.06
C -1.64 0.11 0.11
C 0.81 1.23 -0.03
C -1.32 -1.37 0.06
C -0.39 0.58 0.85
O -2.41 0.71 -0.53
H 1.62 -0.34 -1.55
H 1.74 1.53 0.36
H 0.24 2.08 -0.62
H -1.76 -2.00 -0.68
H -1.37 -1.98 1.00
H -0.29 0.75 2.01
```

Output
Total charge: 0
Gap between HOMO and LUMO in eV: 9.71
Largest force on an atom in Eh/bohr: 0.0819



Record 2
The following is a quantum chemistry calculation of one molecule with the formula C6H6O2, from OMol25.

XYZ file:
```
14
Properties=species:S:1:pos:R:3
C -2.08 0.33 0.74
C -1.40 -0.39 -0.40
O -2.03 -0.95 -1.17
C 0.06 -0.22 -0.39
C 0.94 0.80 -0.67
C 2.28 0.30 -0.27
C 2.07 -0.94 0.12
O 0.82 -1.27 0.17
H -3.34 0.09 0.69
H -1.78 -0.14 1.76
H -1.90 1.40 0.75
H 0.57 1.84 -1.17
H 3.15 0.91 -0.59
H 2.64 -1.75 0.43
```

Output
Total charge: 0
SMILES: CC(=O)c1ccco1
Gap between HOMO and LUMO in eV: 10.12
Largest force on an atom in Eh/bohr: 0.1251